[1]
The following is a DFT calculation (ωB97M-V with the def2-TZVPD basis set) of 14 unconnected molecules or ions with the total composition C66H180N24O26P8 at a distorted geometry.

Calculated values
highest occupied orbital energy	-0.291	Ha
calculated total energy	-234672.581	eV

```
! RIJCOSX wB97M-V def2-TZVPD def2/J DEFGRID3
* xyz 0 1
O -5.270 -0.635 -6.083
P -4.274 -1.145 -7.091
N -3.998 -2.829 -6.975
C -2.831 -3.596 -7.459
C -5.113 -3.662 -6.478
N -2.747 -0.426 -7.017
C -2.572 0.920 -7.485
C -1.802 -0.830 -5.989
N -4.727 -0.988 -8.722
C -3.838 -1.553 -9.738
C -6.155 -0.706 -9.139
H -2.426 -4.098 -6.580
H -2.028 -2.870 -7.588
H -3.141 -4.244 -8.278
H -6.029 -3.471 -7.037
H -5.403 -3.350 -5.475
H -4.797 -4.705 -6.517
H -2.735 0.927 -8.563
H -3.369 1.504 -7.024
H -1.606 1.363 -7.242
H -2.004 -1.816 -5.571
H -0.788 -0.951 -6.372
H -1.894 -0.148 -5.144
H -4.051 -0.985 -10.644
H -2.778 -1.320 -9.633
H -3.985 -2.608 -9.972
H -6.247 0.230 -9.690
H -6.810 -0.646 -8.270
H -6.563 -1.486 -9.781
O 1.465 2.058 -0.828
P 0.083 1.626 -0.469
N -0.050 0.736 1.006
C -1.241 -0.093 1.405
C 1.039 0.764 1.948
N -0.829 0.835 -1.669
C -0.234 0.297 -2.860
C -2.292 0.522 -1.613
N -0.836 2.931 -0.006
C -0.777 3.530 1.353
C -1.320 3.947 -0.987
H -1.113 -0.606 2.358
H -1.551 -0.743 0.586
H -2.041 0.629 1.566
H 1.553 1.722 2.028
H 1.750 0.001 1.630
H 0.756 0.431 2.947
H 0.840 0.431 -2.993
H -0.377 -0.784 -2.869
H -0.667 0.746 -3.754
H -2.684 0.621 -2.626
H -2.465 -0.482 -1.225
H -2.824 1.289 -1.051
H -1.632 4.184 1.526
H -0.818 2.751 2.115
H 0.147 4.094 1.484
H -2.111 4.568 -0.564
H -1.693 3.491 -1.904
H -0.517 4.667 -1.144
O 0.646 -2.238 3.206
P 0.098 -3.545 3.530
N 0.882 -4.386 4.874
C 1.461 -3.616 6.012
C 0.540 -5.768 5.263
N 0.037 -4.754 2.265
C 1.167 -5.648 2.004
C -0.848 -4.569 1.120
N -1.545 -3.497 4.096
C -2.158 -2.344 4.739
C -2.317 -4.764 4.352
H 1.866 -2.659 5.684
H 2.176 -4.312 6.450
H 0.788 -3.365 6.832
H -0.159 -5.811 6.099
H 1.381 -6.301 5.707
H 0.185 -6.358 4.418
H 1.020 -6.392 1.221
H 1.967 -5.012 1.624
H 1.388 -6.185 2.927
H -1.715 -3.964 1.385
H -0.402 -3.908 0.377
H -1.045 -5.520 0.626
H -3.203 -2.449 5.030
H -1.606 -2.181 5.664
H -2.015 -1.403 4.207
H -3.404 -4.679 4.337
H -2.219 -5.173 5.358
H -1.862 -5.624 3.860
O -0.389 6.913 -6.166
P -0.161 5.474 -5.849
N 0.881 5.116 -4.503
C 1.533 6.249 -3.802
C 1.316 3.719 -4.180
N 0.328 4.548 -7.161
C 0.889 5.177 -8.364
C 0.719 3.104 -7.104
N -1.698 4.886 -5.391
C -2.627 4.601 -6.458
C -2.330 5.441 -4.139
H 2.592 6.336 -4.044
H 1.452 6.147 -2.720
H 0.966 7.162 -3.982
H 1.595 3.708 -3.127
H 2.144 3.314 -4.763
H 0.418 3.109 -4.272
H 0.252 6.016 -8.645
H 1.916 5.466 -8.139
H 0.958 4.477 -9.197
H 1.769 2.953 -6.857
H 0.103 2.550 -6.396
H 0.667 2.629 -8.084
H -2.193 4.160 -7.356
H -3.461 4.047 -6.028
H -3.025 5.539 -6.844
H -2.759 6.414 -4.374
H -1.608 5.451 -3.321
H -3.211 4.877 -3.834
O -0.061 -6.206 -1.821
P 0.745 -6.221 -3.045
N 0.627 -4.874 -4.090
C 0.079 -3.612 -3.622
C 0.669 -4.960 -5.603
N 0.487 -7.586 -4.121
C -0.814 -7.773 -4.778
C 1.154 -8.841 -3.883
N 2.514 -6.242 -2.791
C 2.880 -5.656 -1.526
C 3.529 -6.111 -3.840
H -0.996 -3.783 -3.582
H 0.299 -2.818 -4.336
H 0.524 -3.340 -2.664
H 1.544 -5.510 -5.950
H 0.793 -3.933 -5.945
H -0.217 -5.441 -6.019
H -1.385 -6.847 -4.850
H -0.606 -8.225 -5.748
H -1.421 -8.543 -4.302
H 0.711 -9.474 -3.114
H 1.039 -9.395 -4.815
H 2.207 -8.742 -3.619
H 3.969 -5.661 -1.474
H 2.432 -4.673 -1.377
H 2.402 -6.245 -0.744
H 3.583 -5.096 -4.232
H 3.267 -6.818 -4.628
H 4.437 -6.384 -3.301
O 2.347 -0.576 9.170
P 1.778 0.753 8.916
N 0.449 0.768 7.717
C 0.235 -0.454 6.953
C -0.337 1.972 7.391
N 2.899 1.752 8.127
C 2.683 3.189 7.842
C 3.743 1.145 7.016
N 1.286 1.673 10.266
C 2.232 2.049 11.311
C -0.111 1.497 10.647
H 1.157 -0.786 6.476
H -0.408 -0.249 6.097
H -0.231 -1.222 7.571
H -0.052 2.853 7.966
H -1.419 1.901 7.503
H -0.151 2.281 6.363
H 1.802 3.257 7.204
H 2.447 3.693 8.780
H 3.622 3.630 7.508
H 4.250 0.240 7.353
H 3.178 0.904 6.115
H 4.636 1.690 6.712
H 2.588 1.188 11.876
H 3.054 2.646 10.916
H 1.715 2.709 12.009
H -0.782 1.316 9.807
H -0.498 2.386 11.145
H -0.200 0.806 11.486
O 6.999 -2.774 1.729
P 7.111 -2.418 3.212
N 5.726 -1.619 3.773
C 4.587 -2.437 4.179
C 5.434 -0.294 3.263
N 8.415 -1.317 3.542
C 8.614 -0.609 4.792
C 9.174 -0.888 2.424
N 7.577 -3.742 4.180
C 8.505 -4.703 3.638
C 7.672 -3.669 5.660
H 4.819 -3.202 4.920
H 4.059 -2.910 3.352
H 3.743 -1.804 4.455
H 4.857 0.320 3.954
H 4.903 -0.425 2.320
H 6.358 0.249 3.070
H 9.007 -1.252 5.579
H 9.294 0.229 4.637
H 7.711 -0.064 5.067
H 8.541 -0.429 1.664
H 9.908 -0.116 2.655
H 9.793 -1.660 1.967
H 8.356 -4.864 2.570
H 9.547 -4.454 3.838
H 8.597 -5.704 4.059
H 6.870 -4.208 6.163
H 7.484 -2.630 5.933
H 8.643 -3.938 6.077
O -7.321 -3.195 -1.626
P -5.965 -3.038 -1.119
N -5.024 -4.330 -1.521
C -3.676 -4.340 -1.044
C -5.642 -5.648 -1.731
N -5.823 -2.939 0.601
C -4.576 -2.576 1.368
C -6.730 -3.736 1.350
N -5.227 -1.586 -1.726
C -4.846 -1.546 -3.124
C -5.668 -0.330 -1.159
H -3.078 -4.995 -1.677
H -3.618 -4.820 -0.068
H -3.277 -3.326 -1.005
H -5.018 -6.262 -2.380
H -6.652 -5.610 -2.137
H -5.840 -6.212 -0.819
H -4.853 -2.098 2.308
H -3.876 -3.394 1.537
H -4.154 -1.727 0.830
H -7.765 -3.509 1.095
H -6.427 -4.755 1.109
H -6.687 -3.617 2.432
H -4.751 -0.491 -3.384
H -3.884 -2.057 -3.144
H -5.607 -2.082 -3.692
H -4.800 0.300 -0.964
H -6.223 -0.496 -0.237
H -6.338 0.169 -1.859
C 1.363 7.170 1.535
O 1.810 5.880 1.519
C 2.499 5.441 2.625
O 2.837 6.146 3.586
O 2.742 4.138 2.444
C 3.564 3.490 3.300
H 2.076 7.853 1.074
H 1.126 7.531 2.536
H 0.532 7.217 0.831
H 4.596 3.513 2.951
H 3.365 2.419 3.330
H 3.515 3.797 4.345
C 4.477 1.243 -3.086
O 4.228 -0.162 -3.502
C 3.664 -1.002 -2.626
O 3.114 -2.042 -3.046
O 3.623 -0.644 -1.366
C 2.852 -1.319 -0.429
H 4.595 1.880 -3.963
H 5.379 1.228 -2.474
H 3.574 1.698 -2.679
H 1.888 -0.809 -0.431
H 3.361 -1.225 0.530
H 2.784 -2.404 -0.512
C -3.242 7.497 0.279
O -3.847 7.028 1.477
C -3.111 7.031 2.553
O -1.974 7.442 2.650
O -3.764 6.428 3.482
C -3.215 6.332 4.794
H -3.580 8.519 0.107
H -3.724 6.978 -0.549
H -2.186 7.247 0.176
H -2.914 5.335 5.113
H -3.842 6.755 5.579
H -2.292 6.902 4.905
C 3.584 4.648 -1.292
O 4.718 5.459 -1.411
C 5.960 4.811 -1.503
O 6.214 3.597 -1.525
O 6.890 5.755 -1.528
C 8.226 5.570 -1.976
H 2.693 5.097 -0.853
H 3.805 3.977 -0.462
H 3.409 4.100 -2.218
H 8.732 5.720 -1.023
H 8.444 6.387 -2.664
H 8.415 4.596 -2.428
C -5.141 1.050 3.297
O -4.332 2.230 3.468
C -3.105 2.082 3.932
O -2.544 1.002 4.209
O -2.551 3.294 3.931
C -1.258 3.596 4.543
H -6.009 1.287 2.683
H -5.606 0.694 4.217
H -4.587 0.200 2.901
H -0.415 2.905 4.546
H -1.406 3.873 5.587
H -0.896 4.573 4.223
C -5.675 4.035 0.821
O -5.062 3.194 -0.223
C -4.990 3.614 -1.416
O -5.196 4.777 -1.930
O -4.772 2.485 -2.208
C -4.704 2.610 -3.575
H -6.380 3.460 1.422
H -6.348 4.829 0.496
H -4.932 4.494 1.473
H -5.054 1.690 -4.044
H -3.661 2.737 -3.864
H -5.316 3.420 -3.973
*
```

Here are the Mulliken charges for atoms 1 to 5, given in e: number 1, O, carries -0.97; number 2, P, carries 0.78; number 3, N, carries 0.46; number 4, C, carries -1.58; number 5, C, carries -0.78

=====

[2]
The following is a DFT calculation (ωB97M-V with the def2-TZVPD basis set) of 2 unconnected molecules or ions with the total composition C6H18N3 at a distorted geometry.

Calculated values
highest occupied orbital energy	-0.478	Ha
calculated total energy	-10975.656	eV
relative energy (zero: lowest compared OMol25 entry of this formula, charge and spin)	83.2	kcal per mole

```
! RIJCOSX wB97M-V def2-TZVPD def2/J DEFGRID3
* xyz 1 1
C 2.960 -0.428 -1.009
C 2.322 -0.007 1.235
C -1.933 0.544 1.460
C -3.734 0.654 -0.295
C 1.256 -1.768 -0.167
C -1.504 0.777 -0.953
N -0.154 0.847 -0.988
N 1.940 -0.436 -0.056
N -2.379 0.560 -0.029
H 3.703 -1.237 -0.954
H 2.534 -0.619 -1.967
H 3.425 0.561 -1.035
H 1.461 0.104 1.789
H 3.069 -0.636 1.835
H 2.702 0.983 1.250
H -1.476 -0.327 1.843
H -1.150 1.392 1.533
H -2.695 0.679 2.121
H -4.008 1.733 -0.144
H -4.205 0.584 -1.345
H -4.283 -0.055 0.385
H 0.412 -1.819 0.599
H 1.985 -2.431 0.111
H 0.956 -2.160 -1.039
H 0.711 0.347 -0.441
H 0.189 1.075 -1.839
H -2.104 1.082 -1.899
*
```

Here are the natural (NBO) charges for atoms 1 to 5, given in e: number 1, C, carries -0.42; number 2, C, carries -0.41; number 3, C, carries -0.42; number 4, C, carries -0.45; number 5, C, carries -0.42